Record 1
C39H42CoGeN3S2 as an isolated structure in a non-equilibrium geometry. Source: the Open Molecules 2025 dataset; level of theory: ωB97M-V/def2-TZVPD.

Each line ends with the Löwdin charge.
Element x y z (Å)
Co -0.134 -0.118 0.074  -0.12
C 2.732 -1.003 -0.826  -0.09
N 2.166 -0.002 0.078  -0.20
C 2.518 1.334 -0.416  -0.15
C 1.703 2.394 0.303  -0.15
N 0.270 2.212 0.040  -0.17
C -0.478 2.911 1.085  -0.08
C -0.046 2.687 -1.290  -0.28
C -0.019 4.042 -1.592  -0.04
C -0.283 4.501 -2.869  -0.09
C -0.571 3.602 -3.884  -0.09
C -0.581 2.253 -3.611  -0.11
C -0.328 1.786 -2.321  -0.56
S -0.352 0.059 -2.098  0.74
C 2.658 -0.206 1.425  -0.28
C 4.015 -0.321 1.688  -0.04
C 4.481 -0.545 2.971  -0.09
C 3.581 -0.663 4.021  -0.10
C 2.231 -0.535 3.781  -0.12
C 1.751 -0.307 2.487  -0.56
S 0.029 -0.158 2.284  0.76
H 3.790 -0.813 -1.039  0.09
H 2.184 -0.982 -1.768  0.05
H 2.633 -1.992 -0.380  0.08
H 2.294 1.373 -1.484  0.12
H 3.590 1.538 -0.276  0.13
H 2.036 3.397 -0.001  0.14
H 1.865 2.287 1.378  0.12
H -0.272 3.987 1.093  0.09
H -0.190 2.498 2.051  0.06
H -1.547 2.752 0.966  0.06
H 0.222 4.762 -0.824  0.11
H -0.247 5.559 -3.073  0.10
H -0.774 3.952 -4.886  0.11
H -0.784 1.527 -4.386  0.10
H 4.730 -0.243 0.881  0.11
H 5.542 -0.631 3.147  0.10
H 3.938 -0.858 5.023  0.10
H 1.509 -0.617 4.580  0.10
C -4.325 2.958 -3.445  -0.10
C -4.483 1.588 -3.542  -0.08
C -4.022 0.757 -2.536  -0.10
C -3.384 1.272 -1.414  -0.28
C -3.262 2.654 -1.323  -0.14
C -3.730 3.492 -2.317  -0.09
Ge -2.535 0.039 -0.077  0.98
C -3.311 0.502 1.716  -0.31
C -4.044 1.655 1.958  -0.11
C -4.430 1.990 3.246  -0.09
C -4.082 1.176 4.310  -0.10
C -3.373 0.009 4.079  -0.09
C -2.995 -0.320 2.791  -0.21
C -3.276 -1.755 -0.568  -0.29
C -4.065 -2.484 0.310  -0.10
C -4.562 -3.728 -0.041  -0.09
C -4.297 -4.254 -1.294  -0.12
C -3.526 -3.529 -2.189  -0.11
C -3.000 -2.305 -1.816  -0.16
H -4.668 3.607 -4.240  0.10
H -4.960 1.156 -4.410  0.10
H -4.172 -0.309 -2.627  0.08
H -2.790 3.102 -0.461  0.08
H -3.614 4.563 -2.211  0.10
H -4.333 2.294 1.134  0.09
H -4.986 2.902 3.424  0.10
H -4.357 1.454 5.318  0.10
H -3.094 -0.631 4.904  0.10
H -2.431 -1.224 2.613  0.06
H -4.308 -2.064 1.277  0.09
H -5.171 -4.285 0.657  0.10
H -4.694 -5.220 -1.575  0.10
H -3.332 -3.927 -3.176  0.10
H -2.376 -1.760 -2.512  0.06
C 1.567 -5.108 -0.244  -0.03
C 0.113 -4.763 0.113  -0.57
C -0.866 -5.368 -0.898  -0.02
C -0.216 -5.239 1.530  -0.02
C 0.017 -3.322 0.060  -0.07
N 0.037 -2.178 -0.005  0.20
H 1.709 -6.185 -0.207  0.09
H 2.253 -4.647 0.465  0.09
H 1.809 -4.753 -1.243  0.09
H -0.732 -6.446 -0.938  0.09
H -0.698 -4.960 -1.891  0.09
H -1.892 -5.150 -0.610  0.07
H -0.143 -6.323 1.570  0.09
H -1.226 -4.943 1.803  0.09
H 0.479 -4.814 2.251  0.09

Results
DFT total energy, eV: -161409.532
Total charge: 0
Orbital gap (alpha / beta), Eh: 0.275 / 0.274


Record 2
C39H43N3O3P2Pt as an isolated structure in a non-equilibrium geometry. Source: the Open Molecules 2025 dataset; level of theory: ωB97M-V/def2-TZVPD.

Each line ends with the Löwdin charge.
Element x y z (Å)
Pt -0.287 -0.362 0.080  0.81
C 1.997 0.635 2.377  -0.36
C 2.334 1.363 1.082  -0.37
P 0.783 1.756 0.191  0.99
C -0.128 2.944 1.208  -0.34
C 0.501 3.795 2.111  -0.07
C -0.248 4.711 2.833  -0.05
C -1.622 4.787 2.655  -0.05
C -2.255 3.937 1.759  -0.06
C -1.511 3.015 1.041  -0.11
C 1.287 2.714 -1.266  -0.33
C 0.321 3.472 -1.932  -0.08
C 0.667 4.220 -3.046  -0.07
C 1.980 4.221 -3.503  -0.07
C 2.941 3.464 -2.847  -0.07
C 2.597 2.701 -1.740  -0.07
P 1.057 -0.903 1.999  0.97
C 0.418 -1.473 3.592  -0.36
C 0.938 -1.028 4.805  -0.09
C 0.476 -1.572 5.995  -0.06
C -0.508 -2.549 5.980  -0.06
C -1.039 -2.984 4.773  -0.06
C -0.579 -2.446 3.582  -0.10
C 2.353 -2.099 1.560  -0.35
C 3.252 -2.546 2.529  -0.07
C 4.237 -3.457 2.186  -0.06
C 4.329 -3.924 0.882  -0.06
C 3.443 -3.476 -0.086  -0.06
C 2.451 -2.566 0.251  -0.11
H 1.378 1.258 3.025  0.09
H 2.911 0.365 2.907  0.10
H 2.917 0.708 0.429  0.09
H 2.913 2.270 1.268  0.10
H 1.575 3.762 2.253  0.11
H 0.245 5.372 3.535  0.12
H -2.199 5.511 3.214  0.12
H -3.327 3.997 1.622  0.11
H -2.004 2.346 0.344  0.09
H -0.697 3.489 -1.565  0.11
H -0.082 4.826 -3.540  0.12
H 2.254 4.822 -4.360  0.12
H 3.966 3.476 -3.196  0.12
H 3.357 2.105 -1.251  0.11
H 1.701 -0.261 4.838  0.10
H 0.890 -1.231 6.934  0.12
H -0.860 -2.971 6.912  0.11
H -1.810 -3.743 4.766  0.11
H -0.993 -2.776 2.635  0.10
H 3.173 -2.196 3.551  0.11
H 4.930 -3.809 2.939  0.12
H 5.096 -4.641 0.619  0.11
H 3.528 -3.835 -1.103  0.11
H 1.767 -2.191 -0.501  0.05
C -3.920 -0.016 3.215  0.03
C -3.175 -0.060 1.908  -0.51
O -1.952 0.084 1.866  -0.08
N -3.932 -0.270 0.809  0.09
C -3.387 -0.363 -0.538  -0.12
C -2.903 -1.764 -0.845  -0.24
C -3.759 -2.695 -1.409  0.00
C -3.328 -4.000 -1.594  -0.02
C -2.049 -4.342 -1.189  -0.03
C -1.244 -3.360 -0.643  -0.10
N -1.647 -2.097 -0.489  0.00
H -3.221 0.203 4.016  0.09
H -4.404 -0.973 3.415  0.10
H -4.690 0.756 3.184  0.09
H -4.908 -0.478 0.938  0.15
H -2.546 0.324 -0.613  0.07
H -4.150 -0.047 -1.246  0.14
H -4.758 -2.400 -1.703  0.13
H -3.983 -4.732 -2.047  0.12
H -1.683 -5.353 -1.295  0.12
H -0.236 -3.586 -0.317  0.11
O 1.149 -0.321 -1.935  -0.07
C 0.358 0.213 -2.732  -0.65
O -0.860 0.464 -2.519  -0.05
C 0.913 0.655 -4.115  -0.15
N -0.257 1.215 -4.876  0.10
C -0.498 0.347 -6.072  -0.09
C 0.117 -0.985 -5.664  -0.14
C 1.393 -0.539 -4.941  -0.10
H 1.681 1.409 -3.952  0.14
H -0.156 2.198 -5.114  0.17
H -1.008 1.116 -4.138  0.15
H 0.042 0.768 -6.919  0.14
H -1.558 0.303 -6.307  0.14
H 0.312 -1.621 -6.523  0.13
H -0.543 -1.522 -4.979  0.12
H 2.147 -0.229 -5.665  0.13
H 1.822 -1.303 -4.298  0.13

Results
DFT total energy, eV: -73568.385
Energy relative to the best compared isomer or geometry (same formula, charge and spin), kJ/mol: 161.2
Total charge: +2
Orbital gap (alpha / beta), Eh: 0.247 / 0.251


Record 3
C39H44F6N3O6PSSiTi as an isolated structure in a non-equilibrium geometry. Source: the Open Molecules 2025 dataset; level of theory: ωB97M-V/def2-TZVPD.

Each line ends with the Mulliken spin population.
Element x y z (Å)
Ti 0.612 -0.340 -0.030  1.16
O 0.011 2.837 -1.640  -0.02
C -1.030 2.957 -0.692  0.05
C -0.550 3.043 0.756  -0.01
N -0.088 1.789 1.388  0.04
C 1.274 1.994 1.883  0.03
C 2.192 2.016 0.649  0.00
O 3.125 2.800 0.564  0.01
O 1.806 1.191 -0.261  -0.05
C -1.026 1.376 2.442  -0.01
C -0.425 -1.507 2.163  -0.01
O -1.176 -1.541 3.140  0.00
O -0.832 -0.925 1.039  -0.04
H 0.660 2.190 -1.294  0.00
H -1.754 2.143 -0.801  -0.04
H -1.532 3.905 -0.926  0.00
H -1.381 3.449 1.350  0.00
H 0.266 3.777 0.765  -0.01
H 1.574 1.137 2.495  -0.01
H 1.391 2.910 2.480  0.00
H -1.320 2.254 3.038  0.00
H -0.504 0.698 3.117  0.00
S -1.482 -0.583 -1.821  0.11
C -2.186 0.517 -2.887  0.42
N -3.570 0.717 -2.919  0.09
C -4.118 2.065 -3.067  0.01
C -3.092 3.003 -3.702  0.07
C -2.167 2.188 -4.610  -0.04
N -1.429 1.206 -3.846  0.15
H -4.014 0.179 -2.190  -0.03
H -4.447 2.471 -2.100  0.01
H -5.002 1.991 -3.714  -0.01
H -2.475 3.458 -2.927  -0.02
H -3.598 3.795 -4.259  0.00
H -1.456 2.838 -5.123  0.01
H -2.769 1.660 -5.361  0.01
H -0.589 1.582 -3.413  0.02
C 1.611 -1.557 4.015  0.02
P 1.554 -1.383 2.138  0.13
C 1.887 -3.150 1.740  -0.05
C 3.179 -3.678 1.828  0.00
C 3.419 -5.021 1.596  0.00
C 2.374 -5.876 1.278  0.00
C 1.084 -5.368 1.201  0.01
C 0.844 -4.028 1.439  0.00
C 3.416 -0.764 2.042  -0.02
C 4.140 -0.074 3.016  0.00
C 5.309 0.605 2.701  0.00
C 5.792 0.605 1.405  0.00
C 5.082 -0.062 0.416  0.00
C 3.905 -0.706 0.734  0.04
H 2.530 -2.062 4.310  0.00
H 0.743 -2.143 4.312  0.00
H 1.558 -0.587 4.514  0.00
H 4.000 -3.024 2.088  0.00
H 4.432 -5.402 1.668  0.00
H 2.561 -6.929 1.102  0.00
H 0.259 -6.028 0.963  0.00
H -0.169 -3.648 1.403  -0.01
H 3.798 -0.065 4.046  0.00
H 5.840 1.151 3.475  0.00
H 6.702 1.140 1.158  0.00
H 5.431 -0.047 -0.609  0.00
H 3.314 -1.187 -0.038  -0.02
C -5.571 -3.143 1.898  0.00
C -4.913 -2.792 0.729  0.01
C -4.016 -1.737 0.727  -0.05
C -3.761 -0.995 1.880  0.01
C -4.435 -1.361 3.043  0.00
C -5.320 -2.425 3.059  0.00
Si -2.615 0.517 1.709  -0.01
C -3.832 1.846 2.419  0.00
C -4.013 2.045 3.790  0.00
C -4.830 3.045 4.288  0.00
C -5.491 3.901 3.417  0.00
C -5.319 3.737 2.049  0.01
C -4.507 2.722 1.571  -0.05
H -6.269 -3.972 1.908  0.00
H -5.101 -3.342 -0.185  0.00
H -3.487 -1.483 -0.183  0.03
H -4.255 -0.810 3.956  0.00
H -5.824 -2.703 3.979  0.00
H -2.749 0.857 0.282  0.01
H -3.482 1.403 4.485  0.00
H -4.946 3.171 5.359  0.00
H -6.122 4.694 3.800  0.00
H -5.813 4.410 1.357  0.00
H -4.376 2.608 0.501  0.03
C 1.204 -1.249 -3.873  0.05
C 1.605 -1.863 -2.518  -0.03
O 1.536 -1.002 -1.490  -0.07
C 0.758 -3.163 -2.217  0.05
F 1.506 -4.282 -2.066  0.00
F 0.080 -3.031 -1.070  0.01
F -0.122 -3.474 -3.182  0.00
C 3.089 -2.318 -2.676  0.01
F 3.880 -1.272 -2.968  0.00
F 3.603 -2.893 -1.584  0.00
F 3.259 -3.200 -3.697  0.00
H 0.158 -0.954 -3.833  -0.01
H 1.365 -1.955 -4.686  0.00
H 1.818 -0.362 -4.021  0.01

Results
DFT total energy, eV: -125337.645
2S+1: 3
Energy relative to the best compared isomer or geometry (same formula, charge and spin), kJ/mol: 315.0
Total charge: -2
Orbital gap (alpha / beta), Eh: 0.120 / 0.211
Expectation value of S²: 2.015


Question: What is the formula in the first record?
Answer: C39H42CoGeN3S2